(1)
Formula: C16H28BClNO2PS
Source: the Open Molecules 2025 dataset
Level of theory: ωB97M-V/def2-TZVPD

XYZ file:
```
51
Properties=species:S:1:pos:R:3:forces:R:3:lowdin_charge:R:1
C -2.22360 4.01156 2.40372 -0.1 0.0 0.2 -0.12
C -2.11134 2.54660 2.80444 -0.1 0.0 -0.1 -0.28
C -0.83516 1.83273 2.31024 0.0 -0.1 0.5 -0.66
Cl -0.41971 2.24075 0.62235 0.0 0.1 -0.3 0.68
B -1.09658 0.28771 2.48220 0.1 0.0 -0.2 -0.48
C -2.01694 -0.46680 1.47086 -0.3 -0.1 -0.1 -0.11
C -1.52319 -1.81430 0.94688 -0.2 0.1 0.0 -0.41
C -1.69597 -2.96501 1.92528 -0.1 0.1 0.0 -0.03
O -0.17331 -1.56099 0.59503 0.2 0.0 0.1 -0.15
C 0.37780 -2.40863 -0.37615 0.1 -0.1 -0.4 -0.16
C -0.12584 -2.11988 -1.77209 -0.1 0.1 0.0 -0.20
C -0.24353 -3.15561 -2.69198 0.1 -0.1 0.1 -0.05
C -0.67512 -2.91627 -3.98167 -0.1 0.4 -0.2 -0.08
C -1.01601 -1.61810 -4.36909 0.1 -0.5 -0.1 -0.09
C -0.91624 -0.58789 -3.45654 0.0 0.2 0.1 -0.08
C -0.47238 -0.83187 -2.16442 0.1 0.0 0.1 -0.04
P -0.28913 -0.46045 4.08600 0.2 -0.2 0.1 0.35
S 1.33585 -1.51190 3.79742 0.0 0.1 -0.1 0.12
H -3.08193 4.46053 2.90527 0.0 0.0 0.0 0.08
H -1.33747 4.57593 2.69230 0.1 0.0 -0.1 0.08
H -2.37853 4.10916 1.33228 0.1 0.0 0.0 0.06
H -2.99884 2.01499 2.44834 0.0 0.0 0.0 0.11
H -2.11416 2.46625 3.89568 0.0 0.0 0.0 0.12
H 0.00043 2.17621 2.92136 0.1 0.1 -0.2 0.09
H -3.00526 -0.62062 1.92537 0.0 0.0 0.1 0.13
H -2.17497 0.18522 0.60834 0.0 0.0 0.0 0.09
H -2.10481 -2.05170 0.04645 0.1 0.0 -0.1 0.15
H -1.16535 -3.85475 1.59019 0.1 0.0 0.0 0.08
H -1.34796 -2.71701 2.92585 0.1 0.0 0.0 0.04
H -2.75694 -3.21635 1.98465 0.0 0.0 0.0 0.09
H 0.20594 -3.47377 -0.18497 0.0 0.0 0.3 0.12
H 1.45775 -2.24998 -0.34189 0.0 0.0 0.1 0.13
H 0.00567 -4.16706 -2.39285 0.0 0.0 0.0 0.11
H -0.75416 -3.73909 -4.67908 0.0 0.0 -0.1 0.10
H -1.36041 -1.42040 -5.37481 0.0 0.0 0.0 0.10
H -1.18441 0.41988 -3.74726 0.0 0.0 0.0 0.11
H -0.39291 -0.01400 -1.45725 0.0 0.0 0.0 0.09
H -1.31080 -1.11358 4.80354 -0.1 0.0 0.0 -0.03
H -0.06996 0.65309 4.91641 -0.2 0.1 0.1 -0.03
C 4.24660 2.92586 -1.85097 0.0 0.0 0.0 -0.01
C 3.59108 1.97232 -2.82567 0.0 0.0 0.1 -0.56
O 3.56572 2.19399 -4.02399 0.0 0.0 0.0 0.03
N 3.02572 0.85161 -2.30633 0.0 -0.1 0.1 0.02
C 2.94935 0.43337 -0.91769 -0.1 -0.2 -0.3 -0.07
H 4.64423 3.76151 -2.41778 0.0 0.0 0.0 0.08
H 3.52566 3.29749 -1.12178 0.0 0.0 0.0 0.08
H 5.06030 2.43855 -1.31268 0.0 0.0 0.0 0.08
H 2.60055 0.25225 -2.99726 0.0 0.0 0.0 0.13
H 3.44402 -0.53147 -0.78668 0.0 0.0 0.1 0.08
H 1.90447 0.32447 -0.62068 0.0 0.1 0.2 0.05
H 3.43182 1.15545 -0.26889 0.0 0.0 0.0 0.07
```
Forces are in eV/Å.

The HOMO energy is -8.578 eV. The structure (SMILES) is CC[C@H](Cl)B(C[C@H](C)OCc1ccccc1)[PH2]=S.CNC(C)=O. As for the LUMO energy: -0.58 eV.



(2)
Formula: C16H28Cl12O8
Source: the Open Molecules 2025 dataset
Level of theory: ωB97M-V/def2-TZVPD

XYZ file:
```
64
Properties=species:S:1:pos:R:3:forces:R:3:lowdin_charge:R:1
C -0.63657 1.23107 4.02439 -0.1 -0.4 0.4 -1.56
Cl -1.33344 2.49958 5.01611 -0.1 0.3 -0.1 0.55
Cl -1.84617 0.00729 3.64291 -0.1 0.0 -0.2 0.54
Cl 0.70436 0.48854 4.89295 0.2 -0.1 -0.1 0.58
H -0.26950 1.63652 3.09412 0.1 0.2 0.0 0.00
C -1.46619 1.65126 -0.64237 0.1 0.0 0.0 -1.52
Cl -1.93548 3.15278 -1.41996 -0.1 0.1 0.1 0.57
Cl -0.56388 0.65663 -1.78358 -0.1 -0.3 0.1 0.62
Cl -2.87111 0.82933 0.02451 -0.1 -0.2 -0.1 0.59
H -0.81563 1.84256 0.19866 0.1 0.3 0.0 0.00
C -0.56506 6.19240 -2.15239 0.0 0.3 -0.1 -1.60
Cl -1.60695 6.03329 -3.56213 0.0 -0.2 -0.1 0.52
Cl -1.52949 6.54338 -0.72494 0.0 0.1 0.1 0.52
Cl 0.63891 7.44599 -2.45315 0.1 0.1 0.1 0.53
H -0.03115 5.27221 -1.97093 -0.1 -0.2 -0.1 -0.02
C -6.35703 0.88907 1.36946 -0.1 0.1 0.3 -1.57
Cl -7.19265 2.42802 1.13487 0.0 0.1 -0.1 0.52
Cl -6.39680 -0.08185 -0.08942 0.0 0.0 -0.2 0.56
Cl -7.04231 0.01543 2.73390 0.0 0.0 0.0 0.55
H -5.33279 1.12980 1.61373 0.1 -0.1 -0.1 -0.02
C 5.55649 -0.53810 -0.55463 0.5 0.0 -0.2 -0.03
O 4.51695 -0.32994 -1.49301 -0.3 -0.2 -0.6 0.00
C 3.93251 0.86562 -1.43732 0.1 -0.7 0.0 -0.65
O 4.07068 1.66080 -0.56483 0.2 0.9 0.5 0.14
O 3.17289 0.99131 -2.51298 -0.3 -0.1 -0.8 0.01
C 2.60560 2.26973 -2.72124 -0.5 0.8 -0.4 -0.06
H 6.06133 -1.43898 -0.89000 -0.2 -0.2 0.2 0.10
H 5.15308 -0.62562 0.44805 0.1 0.0 0.2 0.09
H 6.28159 0.27308 -0.63225 -0.1 0.1 0.3 0.10
H 3.28587 3.06566 -2.42428 -0.1 -0.1 0.3 0.10
H 1.63029 2.35419 -2.24165 0.2 0.0 0.4 0.05
H 2.40169 2.42313 -3.78215 0.2 -0.5 -0.1 0.10
C 1.47278 -0.43122 0.94861 -0.5 0.8 -0.4 -0.06
O 2.31841 -0.95383 1.95433 0.0 -0.3 0.1 0.01
C 3.18419 -0.12598 2.53063 -0.3 -0.1 0.4 -0.67
O 3.42743 0.99680 2.20811 0.1 0.6 -0.2 0.12
O 3.69945 -0.76036 3.57976 0.0 -0.4 0.0 -0.01
C 4.63321 -0.02891 4.35530 0.4 0.3 0.4 -0.05
H 0.43060 -0.58210 1.24828 0.1 -0.4 0.0 0.08
H 1.68209 -0.92502 0.00408 -0.1 -0.1 0.0 0.08
H 1.58149 0.65269 0.82594 0.4 -0.2 0.1 0.09
H 4.46894 -0.31551 5.39124 0.1 -0.1 0.0 0.09
H 4.50401 1.04762 4.25832 -0.2 -0.1 -0.1 0.09
H 5.65475 -0.27233 4.06044 -0.1 -0.1 0.0 0.10
C -0.08832 -2.24847 -3.69092 1.1 -0.4 0.5 -0.03
C -0.41197 -3.06509 -2.45915 -0.4 -0.1 -0.4 -0.51
O 0.00686 -2.76216 -1.37412 0.3 0.3 0.6 0.05
C -1.27961 -4.28820 -2.61624 -0.2 0.4 -0.2 -0.02
H -0.75431 -1.39570 -3.79012 -0.3 -0.2 -0.3 0.06
H -0.01707 -2.90667 -4.55564 -0.5 0.3 -0.3 0.08
H 0.91754 -1.84964 -3.52673 -0.1 0.1 0.0 0.09
H -0.73949 -5.05986 -3.16589 0.0 -0.1 0.1 0.09
H -2.16575 -4.04403 -3.20914 0.0 0.0 0.0 0.09
H -1.56864 -4.60704 -1.62084 0.0 -0.3 0.0 0.07
C -2.32175 -2.87030 1.24678 0.2 0.3 0.4 -0.03
C -3.74511 -2.51527 0.90546 0.5 -0.5 -0.1 -0.53
O -4.51953 -2.17415 1.76140 -0.4 0.3 0.2 0.04
C -4.12401 -2.61481 -0.53511 0.0 -0.2 -1.5 -0.05
H -2.02120 -3.86536 0.92210 -0.1 0.0 -0.2 0.08
H -2.20198 -2.81161 2.32750 0.0 0.0 0.0 0.07
H -1.65173 -2.13606 0.78714 0.0 -0.2 -0.1 0.06
H -3.71105 -1.79132 -1.13098 0.0 0.2 0.4 0.07
H -5.19196 -2.64983 -0.73479 -0.1 0.1 0.4 0.06
H -3.68831 -3.48045 -1.04622 0.1 -0.2 0.5 0.07
```
Forces are in eV/Å.

The HOMO energy is -9.689 eV. The structure (SMILES) is COC(=O)OC.COC(=O)OC.ClC(Cl)Cl.ClC(Cl)Cl.ClC(Cl)Cl.ClC(Cl)Cl.CC(C)=O.CC(C)=O. As for the LUMO energy: 0.16 eV.



(3)
Formula: C16H28ClI2O6P
Source: the Open Molecules 2025 dataset
Level of theory: ωB97M-V/def2-TZVPD

XYZ file:
```
54
Properties=species:S:1:pos:R:3:forces:R:3:lowdin_charge:R:1
C -1.16366 3.82918 -0.16394 -0.1 -0.3 0.3 0.01
C -1.90112 2.80910 0.25861 0.3 0.9 -0.5 -0.16
C -3.00963 2.23294 -0.55301 0.1 -0.6 0.1 -0.13
C -2.69639 0.84503 -1.12519 0.4 0.0 0.7 -0.30
O -3.88554 0.12350 -1.41230 0.1 0.2 -0.8 -0.17
C -4.49492 -0.43390 -0.29227 -0.2 -0.1 0.9 -0.42
P -3.67891 -2.04058 0.16861 0.7 -0.1 -0.6 0.49
O -4.97003 -3.01662 -0.04276 -0.2 0.2 0.1 -0.38
I -3.41328 -1.86752 2.61364 -0.2 0.1 0.1 0.33
C -1.79433 0.93197 -2.36346 -0.8 -0.1 0.1 -0.30
C -1.94610 -0.26309 -3.29341 0.6 -0.2 0.6 -0.09
C -1.45888 -1.63456 -2.86294 -0.7 -2.4 -1.6 -0.72
O -1.75556 -2.63493 -3.49794 0.7 2.2 1.6 0.02
Cl -0.37493 -1.82335 -1.46169 -0.2 0.2 -0.3 0.71
O -0.50539 1.18035 -1.87929 -0.1 -0.2 0.0 -0.14
C 0.53062 1.17843 -2.83228 0.8 0.8 0.2 -0.22
C 1.77791 1.66866 -2.10814 -0.5 -0.8 0.5 -0.17
C 2.26957 0.59405 -1.14110 0.2 0.3 0.0 -0.34
C 3.64200 0.92922 -0.53694 -0.8 -0.4 -0.5 -0.61
I 5.13311 -0.43001 -1.25719 0.0 0.2 0.1 0.76
H -0.39532 4.25167 0.45615 0.3 0.1 0.2 0.05
H -1.27459 4.25436 -1.14613 -0.2 0.1 -0.2 0.06
H -1.70142 2.41125 1.23748 -0.1 -0.3 0.3 0.10
H -3.26064 2.88627 -1.37696 -0.2 0.3 -0.2 0.12
H -3.87454 2.12451 0.09149 -0.3 0.1 0.1 0.11
H -2.11872 0.30532 -0.37253 0.1 -0.3 0.1 0.13
H -4.48266 0.23175 0.56601 0.0 0.2 0.1 0.05
H -5.53437 -0.64970 -0.51437 -0.2 -0.1 -0.2 0.10
H -4.63276 -3.89840 -0.20566 -0.1 -0.4 -0.1 0.04
H -2.16043 1.80035 -2.91886 0.1 0.2 -0.4 0.16
H -2.98844 -0.39737 -3.53197 -0.4 0.0 0.0 0.13
H -1.45441 -0.06820 -4.23727 0.3 0.0 -0.3 0.13
H 0.74707 0.18113 -3.19993 -0.2 -0.3 -0.3 0.11
H 0.32279 1.85221 -3.66450 -0.3 0.0 -0.2 0.13
H 2.55420 1.92793 -2.81591 0.2 0.2 -0.2 0.12
H 1.48261 2.51070 -1.49368 0.1 0.6 -0.2 0.11
H 2.26879 -0.36228 -1.64041 0.2 -0.4 -0.2 0.05
H 1.53959 0.50348 -0.34669 -0.2 0.0 0.3 0.10
H 3.60320 0.85967 0.53273 0.4 -0.1 0.4 0.01
H 3.92410 1.92472 -0.83505 0.4 0.3 0.0 0.04
O 4.77589 -0.14289 2.22734 0.1 0.2 0.1 0.06
C 4.02889 -0.96534 2.67434 0.1 -0.3 0.2 -0.53
O 2.75493 -0.60599 2.92974 -0.1 0.2 -0.2 0.00
C 1.73044 -1.54322 3.27395 -0.1 -0.1 0.1 -0.23
C 1.71321 -1.84206 4.75834 0.1 0.0 0.0 -0.06
C 4.49224 -2.36297 3.00921 -0.2 -0.2 -0.3 0.02
H 1.81688 -2.44730 2.66974 0.1 0.0 0.0 0.11
H 0.79821 -1.06176 2.98343 0.0 0.1 0.0 0.12
H 2.64025 -2.31377 5.08456 0.0 -0.1 0.0 0.07
H 0.88494 -2.50775 5.00183 0.0 0.0 0.0 0.08
H 1.59986 -0.91890 5.32620 -0.1 0.0 0.0 0.08
H 4.94095 -2.35381 4.00142 0.0 0.0 0.0 0.10
H 5.24845 -2.64771 2.28222 0.1 0.1 0.1 0.09
H 3.70629 -3.11376 2.97672 0.0 0.0 0.1 0.07
```
Forces are in eV/Å.

The HOMO energy is -8.939 eV. The structure (SMILES) is C=CC[C@@H](OCP(O)I)[C@H](CC(=O)Cl)OCCCCI.CCOC(C)=O. As for the LUMO energy: 0.13 eV.



(4)
Formula: C16H28ClMgN4O4
Source: the Open Molecules 2025 dataset
Level of theory: ωB97M-V/def2-TZVPD

XYZ file:
```
54
Properties=species:S:1:pos:R:3:forces:R:3:lowdin_charge:R:1
Mg 1.72440 0.46818 -5.38649 -1.7 0.2 2.6 1.48
Cl 1.70152 1.00357 -1.70744 1.4 2.8 5.0 0.62
O 1.56477 2.34066 -1.17132 0.1 1.0 0.5 -0.27
O 2.90080 0.46662 -1.15495 -0.3 -0.6 -1.4 -0.24
O 0.54753 0.33572 -1.35302 -2.1 -2.6 0.3 -0.25
O 1.69683 1.22948 -3.09874 1.2 -0.8 -6.2 -0.42
C -1.76662 -2.28118 0.47666 0.4 1.2 -0.1 -0.13
C -2.01672 -2.55816 1.94891 -0.3 0.6 0.6 -0.23
C -2.10105 -1.22898 2.86245 -0.9 -1.0 -1.4 -0.14
C -3.15487 -0.23563 2.38487 2.5 -2.5 1.1 -0.22
N -4.00149 0.43743 2.04304 -1.2 1.2 -0.7 0.13
H -1.24748 -3.05942 -0.08274 -0.4 -0.3 0.2 0.07
H -1.11146 -1.41513 0.38279 0.4 0.1 0.1 0.05
H -2.65455 -1.90583 -0.03206 -0.3 -0.5 -0.1 0.07
H -1.22882 -3.20099 2.34145 0.2 0.3 0.2 0.10
H -2.90710 -3.17378 2.07670 -0.2 0.3 0.0 0.11
H -1.10487 -0.78659 2.86685 -0.2 0.3 0.1 0.09
H -2.37458 -1.55874 3.86472 0.1 0.3 0.0 0.11
C -1.28134 5.66439 1.26619 -0.2 1.3 0.1 -0.08
C -0.17695 4.70963 0.88716 1.0 -0.1 -0.3 -0.22
C 1.05173 5.40928 0.22034 0.6 1.6 2.8 -0.10
C 1.81018 6.33881 1.15610 -1.3 -2.0 -1.4 0.01
N 2.45737 7.02023 1.86651 0.2 0.3 0.3 0.34
H -0.95185 6.37139 2.02756 0.5 0.0 0.3 0.08
H -2.19395 5.27038 1.71340 0.2 -0.5 -0.4 0.09
H -1.52804 6.32702 0.43663 -0.3 -0.3 -0.2 0.09
H -0.47541 3.93382 0.18208 -0.2 0.1 -0.1 0.11
H 0.19040 4.18686 1.77027 0.1 0.0 0.0 0.12
H 0.85522 6.12262 -0.58005 -0.6 0.0 -0.7 0.15
H 1.83818 4.77037 -0.18140 0.2 -0.5 -0.3 0.13
C 2.05525 -1.86641 3.88810 0.3 -0.3 -0.4 -0.08
C 3.08029 -1.00280 3.10575 -0.9 0.4 2.0 -0.25
C 3.39179 -1.36904 1.69715 -0.1 0.1 -0.7 -0.22
C 4.04235 -2.64527 1.53663 1.2 -2.0 -0.7 -0.23
N 4.58881 -3.62825 1.25480 -0.7 1.1 0.5 0.15
H 1.06572 -1.80508 3.43513 -0.1 0.3 0.1 0.04
H 2.02688 -1.51971 4.92110 -0.2 0.0 -0.1 0.08
H 2.23873 -2.94020 3.92587 0.5 0.0 -0.1 0.08
H 3.97713 -0.87872 3.71270 0.3 -0.4 -0.2 0.12
H 2.64159 -0.00713 3.17113 0.0 0.3 -0.5 0.10
H 4.05416 -0.64841 1.21750 0.0 0.2 0.1 0.12
H 2.50368 -1.41827 1.06713 -0.3 0.1 0.1 0.11
C -1.80569 -3.86391 -5.03472 0.1 -0.2 -1.1 -0.10
C -1.88886 -3.18030 -3.71022 0.0 0.5 1.3 -0.24
C -2.11805 -1.63833 -3.73281 -0.2 0.4 -0.1 -0.12
C -1.06957 -0.72724 -4.26970 -0.4 -0.6 -0.2 -0.06
N -0.27420 -0.05377 -4.77308 0.9 -0.5 -0.3 0.10
H -2.61432 -3.60879 -5.71965 -0.1 0.2 0.1 0.09
H -1.79661 -4.95365 -5.01292 -0.1 0.0 0.5 0.09
H -0.86849 -3.61206 -5.53104 0.1 0.2 -0.1 0.07
H -1.05032 -3.45226 -3.06914 0.3 0.3 -0.1 0.11
H -2.73075 -3.46359 -3.07850 -0.3 -0.4 -0.4 0.12
H -2.46331 -1.28092 -2.76268 0.8 0.1 0.4 0.13
H -3.04809 -1.43798 -4.26478 0.2 0.1 -0.8 0.14
```
Forces are in eV/Å.

The HOMO energy (alpha / beta) is -14.745 / -14.744 eV. As for the LUMO energy (alpha / beta): -10.66 / -12.49 eV. The spin multiplicity is 2. As for the net charge: +2.



| no. | strongest force on any atom (hartree/bohr) | E (eV) |
| --- | --- | --- |
| 1 | 0.011 | -55954.4838 |
| 2 | 0.029 | -183694.6526 |
| 3 | 0.058 | -67343.2901 |
| 4 | 0.124 | -49133.1840 |